(1)
# C5H8O

A molecular structure, C5H8O (the ωB97M-V functional and the def2-TZVPD basis, the Open Molecules 2025 dataset).

Structure (XYZ):
```
14
Properties=species:S:1:pos:R:3:mulliken_charge:R:1
O -0.800 -1.530 -0.105 -0.41
C 0.899 -0.339 -0.614 -0.34
C -0.525 -0.531 -1.078 -0.14
C -0.552 1.328 0.878 -1.26
C 0.551 -1.420 0.398 -0.42
C -0.120 0.760 -0.450 0.06
H 1.100 -2.358 0.279 0.29
H 0.000 1.561 -1.177 0.39
H -1.571 1.721 0.808 0.29
H 1.842 -0.245 -1.143 0.37
H -0.993 -0.624 -2.056 0.36
H -0.520 0.662 1.745 0.31
H 0.162 2.138 1.061 0.33
H 0.559 -1.111 1.450 0.17
```

Properties
HOMO energy ... -9.2 eV
2S+1 ... 1
Energy relative to the best compared isomer or geometry (same formula, charge and spin) ... 237.0 kJ/mol
Lowest unoccupied orbital energy ... 0.0408 Eh
Orbital gap ... 10.268 eV

(2)
# C5H8O

2 unconnected molecules or ions with the total composition C5H8O (the ωB97M-V functional and the def2-TZVPD basis, the Open Molecules 2025 dataset).

Structure (XYZ):
```
14
Properties=species:S:1:pos:R:3:mulliken_charge:R:1
O 0.748 1.872 -0.394 -0.47
C -0.725 -1.444 -0.718 -0.57
C 2.208 1.087 0.774 -0.53
C -0.168 1.073 -0.581 0.14
C -0.140 -0.255 0.002 0.03
C -1.402 -0.918 0.495 -0.58
H 2.103 1.934 1.477 0.16
H 2.957 1.431 0.044 0.15
H -2.349 -0.399 0.373 0.25
H -1.039 1.373 -1.202 0.32
H -0.119 -2.342 -0.648 0.25
H 0.786 -0.366 0.567 0.37
H -1.204 -1.290 -1.681 0.25
H -1.289 -1.435 1.442 0.24
```

Properties
HOMO energy ... -8.0 eV
2S+1 ... 1
Energy relative to the best compared isomer or geometry (same formula, charge and spin) ... 521.9 kJ/mol
Lowest unoccupied orbital energy ... 0.0237 Eh
Orbital gap ... 8.653 eV

(3)
# C5H8O

C5H8O in the gas phase (the ωB97M-V functional and the def2-TZVPD basis, the Open Molecules 2025 dataset).

Structure (XYZ):
```
14
Properties=species:S:1:pos:R:3:mulliken_charge:R:1
O 0.175 -2.390 -0.125 -0.50
C -1.677 2.070 -1.069 -1.25
C -0.720 1.168 -0.426 1.00
C 1.303 -0.307 0.498 -0.52
C 0.982 -1.767 0.843 -0.52
C 0.147 0.482 0.057 -0.50
H 0.528 -1.833 1.843 0.27
H 2.028 -0.291 -0.324 0.23
H -0.639 -1.872 -0.189 0.33
H 1.920 -2.329 0.865 0.30
H -1.358 2.269 -2.097 0.28
H -2.686 1.648 -1.107 0.31
H 1.778 0.171 1.362 0.30
H -1.726 3.030 -0.543 0.29
```

Properties
HOMO energy ... -9.6 eV
2S+1 ... 1
Energy relative to the best compared isomer or geometry (same formula, charge and spin) ... 186.1 kJ/mol
Lowest unoccupied orbital energy ... 0.0338 Eh
Orbital gap ... 10.490 eV

(4)
# C5H8O

C5H8O in the gas phase in a non-equilibrium geometry (the ωB97M-V functional and the def2-TZVPD basis, the Open Molecules 2025 dataset).

Structure (XYZ):
```
14
Properties=species:S:1:pos:R:3:mulliken_charge:R:1
O -2.054 -0.758 -0.631 -0.55
C 1.370 0.205 -0.274 -0.55
C -0.682 0.998 -0.058 -0.27
C -1.670 0.536 -0.799 -0.21
C 1.035 -1.077 0.352 -0.48
C 0.178 0.102 0.761 -0.39
H -0.327 2.025 -0.096 0.36
H 0.341 0.416 1.797 0.24
H 1.741 -1.358 1.127 0.25
H -2.226 1.116 -1.522 0.39
H 0.672 -1.897 -0.254 0.27
H -1.565 -0.994 0.185 0.40
H 1.143 0.289 -1.344 0.26
H 2.139 0.876 0.053 0.30
```

Properties
HOMO energy ... -7.9 eV
2S+1 ... 1
Energy relative to the best compared isomer or geometry (same formula, charge and spin) ... 299.6 kJ/mol
Lowest unoccupied orbital energy ... 0.0398 Eh
Orbital gap ... 9.017 eV

(5)
# C5H8O

A gas-phase ion, C5H8O (charge +1) in a non-equilibrium geometry (the ωB97M-V functional and the def2-TZVPD basis, the Open Molecules 2025 dataset).

Structure (XYZ):
```
14
Properties=species:S:1:pos:R:3:lowdin_spin:R:1
O -0.619 -0.610 -1.269 0.19
C -0.657 0.587 0.653 0.42
C -2.120 0.732 0.643 0.07
C 1.569 -0.070 -0.534 0.02
C 2.276 -0.983 0.122 0.01
C 0.102 -0.015 -0.355 0.24
H -2.608 -0.066 0.099 0.00
H -2.330 1.700 0.168 0.03
H -2.535 0.738 1.650 0.01
H 1.958 0.672 -1.223 0.00
H -0.137 1.076 1.461 0.01
H 1.815 -1.827 0.620 0.00
H -0.061 -0.932 -2.001 0.00
H 3.348 -0.999 -0.032 0.00
```

Properties
HOMO energy (alpha / beta) ... -15.2 / -15.5 eV
2S+1 ... 2
Net charge ... +1
Energy relative to the best compared isomer or geometry (same formula, charge and spin) ... 45.8 kJ/mol
Lowest unoccupied orbital energy (alpha / beta) ... -0.1446 / -0.2788 Eh
Orbital gap (alpha / beta) ... 11.310 / 7.878 eV

(6)
# C5H8O2

C5H8O2 in the gas phase (the ωB97M-V functional and the def2-TZVPD basis, the Open Molecules 2025 dataset).

Structure (XYZ):
```
15
Properties=species:S:1:pos:R:3:mulliken_charge:R:1
O -0.173 -1.559 1.012 -0.59
O 2.175 -0.212 -0.774 -0.56
C -0.129 0.062 -1.759 -0.31
C -1.161 -0.074 -0.607 -1.01
C -0.030 -0.276 0.441 1.57
C 0.973 -0.184 -0.734 -0.14
C 0.302 0.772 1.495 -1.50
H -0.181 -0.700 -2.543 0.27
H -0.062 1.045 -2.234 0.24
H -1.747 -0.993 -0.676 0.27
H 0.504 1.755 1.055 0.36
H -0.479 0.867 2.254 0.37
H -1.835 0.774 -0.466 0.31
H 1.232 0.457 1.987 0.37
H 0.609 -1.735 1.551 0.35
```

Properties
HOMO energy ... -9.3 eV
2S+1 ... 1
Energy relative to the best compared isomer or geometry (same formula, charge and spin) ... 102.3 kJ/mol
Lowest unoccupied orbital energy ... 0.0322 Eh
Orbital gap ... 10.138 eV

(7)
# C5H8O2

C5H8O2 in the gas phase in a non-equilibrium geometry (the ωB97M-V functional and the def2-TZVPD basis, the Open Molecules 2025 dataset).

Structure (XYZ):
```
15
Properties=species:S:1:pos:R:3:mulliken_charge:R:1
O 1.072 0.570 0.998 -0.48
O 3.268 -0.439 0.711 -0.41
C -0.878 -0.907 0.938 -1.47
C -0.927 1.191 -0.511 -1.49
C 2.135 -0.360 0.359 0.28
C -0.022 0.129 0.199 1.42
C 0.758 -0.376 -0.938 -0.76
H -1.396 -0.439 1.784 0.38
H 0.187 -1.068 -1.595 0.38
H -0.350 2.051 -0.869 0.38
H -1.492 0.796 -1.383 0.35
H 1.202 0.433 -1.518 0.35
H -1.658 1.506 0.219 0.40
H -0.277 -1.734 1.336 0.36
H -1.634 -1.325 0.261 0.31
```

Properties
HOMO energy ... -10.1 eV
2S+1 ... 1
Energy relative to the best compared isomer or geometry (same formula, charge and spin) ... 238.3 kJ/mol
Lowest unoccupied orbital energy ... 0.0230 Eh
Orbital gap ... 10.692 eV

(8)
# C5H8O2

C5H8O2 in the gas phase (the ωB97M-V functional and the def2-TZVPD basis, the Open Molecules 2025 dataset).

Structure (XYZ):
```
15
Properties=species:S:1:pos:R:3:mulliken_charge:R:1
O 0.767 1.749 0.340 -0.52
O -0.934 -1.580 -1.138 -0.55
C -0.376 1.671 -0.494 -0.51
C 0.425 -1.130 0.755 -0.31
C 1.391 -1.991 0.446 -0.65
C -0.655 -0.820 -0.230 0.64
C -1.323 0.533 -0.089 -0.50
H -1.640 0.692 0.949 0.32
H -0.911 2.623 -0.405 0.27
H 0.429 -0.577 1.691 0.30
H -2.206 0.551 -0.737 0.32
H 1.379 -2.500 -0.515 0.26
H 1.531 1.425 -0.149 0.34
H -0.091 1.550 -1.548 0.33
H 2.214 -2.197 1.124 0.28
```

Properties
HOMO energy ... -9.7 eV
2S+1 ... 1
Energy relative to the best compared isomer or geometry (same formula, charge and spin) ... 118.9 kJ/mol
Lowest unoccupied orbital energy ... 0.0146 Eh
Orbital gap ... 10.108 eV

(9)
# C5H8O2

2 unconnected molecules or ions with the total composition C5H8O2 in a non-equilibrium geometry (the ωB97M-V functional and the def2-TZVPD basis, the Open Molecules 2025 dataset).

Structure (XYZ):
```
15
Properties=species:S:1:pos:R:3:mulliken_charge:R:1
O -0.363 0.062 -1.858 -0.22
O 1.563 -1.087 -0.625 -0.50
C 1.274 -0.371 0.578 -0.16
C -0.099 -0.121 1.111 -0.16
C -1.272 -0.730 0.987 -0.78
C 1.568 0.357 -0.649 0.07
C 0.270 0.938 -1.136 -0.43
H 2.498 0.877 -0.868 0.44
H -1.518 -1.489 0.249 0.26
H 2.017 -0.527 1.362 0.43
H -2.238 1.038 -0.118 0.07
H 0.166 -0.768 -1.938 0.35
H -1.729 1.463 -0.458 -0.01
H -2.077 -0.426 1.649 0.38
H -0.061 0.786 1.715 0.26
```

Properties
HOMO energy ... -8.9 eV
2S+1 ... 1
Energy relative to the best compared isomer or geometry (same formula, charge and spin) ... 605.6 kJ/mol
Lowest unoccupied orbital energy ... 0.0176 Eh
Orbital gap ... 9.333 eV

(10)
# C5H8O2

A molecular structure, C5H8O2 (the ωB97M-V functional and the def2-TZVPD basis, the Open Molecules 2025 dataset).

Structure (XYZ):
```
15
Properties=species:S:1:pos:R:3:mulliken_charge:R:1
O -0.348 0.606 -1.365 -0.47
O 0.514 -1.421 0.255 -0.37
C -1.329 0.016 -0.557 -0.14
C 0.866 0.784 -0.657 -0.46
C -1.354 0.179 0.946 -0.61
C 1.367 -0.468 -0.158 -0.18
C -0.863 -1.104 0.326 0.03
H -2.326 0.142 1.429 0.28
H 2.274 -0.941 -0.507 0.42
H 2.203 1.124 -0.718 0.14
H -2.272 -0.064 -1.088 0.35
H 2.583 0.729 0.173 0.11
H 0.747 1.625 0.023 0.31
H -0.636 0.816 1.449 0.23
H -1.427 -2.022 0.449 0.35
```

Properties
HOMO energy ... -8.6 eV
2S+1 ... 1
Energy relative to the best compared isomer or geometry (same formula, charge and spin) ... 660.3 kJ/mol
Lowest unoccupied orbital energy ... 0.0233 Eh
Orbital gap ... 9.208 eV

(11)
# C5H8O2

2 unconnected molecules or ions with the total composition C5H8O2 (the ωB97M-V functional and the def2-TZVPD basis, the Open Molecules 2025 dataset).

Structure (XYZ):
```
15
Properties=species:S:1:pos:R:3:mulliken_charge:R:1
O -1.993 0.161 0.952 -0.50
O 2.406 0.130 -0.521 -0.72
C -0.722 -1.054 -0.878 -0.80
C 1.225 0.171 0.038 0.63
C 0.234 -0.944 0.298 -0.54
C 0.071 1.180 -0.211 -0.90
C -0.903 0.039 0.116 0.70
H -1.404 -1.893 -0.772 0.29
H 1.525 0.494 1.439 0.11
H 0.052 1.562 -1.237 0.29
H 0.355 -1.770 0.989 0.38
H 2.272 0.404 0.803 0.20
H -0.404 -0.847 -1.899 0.21
H 0.047 2.008 0.499 0.29
H -2.757 0.419 0.421 0.36
```

Properties
HOMO energy ... -9.4 eV
2S+1 ... 1
Energy relative to the best compared isomer or geometry (same formula, charge and spin) ... 573.3 kJ/mol
Lowest unoccupied orbital energy ... 0.0208 Eh
Orbital gap ... 9.991 eV

(12)
# C5H8O2

C5H8O2 in the gas phase (the ωB97M-V functional and the def2-TZVPD basis, the Open Molecules 2025 dataset).

Structure (XYZ):
```
15
Properties=species:S:1:pos:R:3:mulliken_charge:R:1
O -1.856 -0.116 0.901 -0.48
O -1.282 -0.010 -1.327 -0.34
C -1.738 0.488 -0.129 0.21
C 0.059 -0.541 -1.297 -0.55
C 0.635 1.322 0.160 -0.78
C 0.636 0.003 -0.015 0.53
C 0.871 -0.976 1.072 -1.30
H 0.494 1.995 -0.681 0.36
H 0.572 -0.175 -2.193 0.28
H 0.714 -0.566 2.073 0.33
H 0.650 1.758 1.155 0.30
H 0.053 -1.638 -1.333 0.30
H 1.934 -1.171 0.909 0.37
H 0.309 -1.909 0.957 0.34
H -2.050 1.535 -0.253 0.41
```

Properties
HOMO energy ... -9.5 eV
2S+1 ... 1
Energy relative to the best compared isomer or geometry (same formula, charge and spin) ... 189.8 kJ/mol
Lowest unoccupied orbital energy ... 0.0349 Eh
Orbital gap ... 10.487 eV